Formula: C4H9NO3
Source: the Open Molecules 2025 dataset
Level of theory: ωB97M-V with the def2-TZVPD basis set

Atoms and positions in Å:
O  1.81  -1.67  -0.77
O  -0.32  -1.74  -1.55
O  -1.31  0.76  -1.65
C  0.58  -1.27  -0.77
C  -1.04  -0.51  1.00
C  1.22  0.43  0.89
C  0.04  -0.06  0.13
N  -0.21  1.09  -0.84
H  -1.41  -0.24  -1.86
H  -0.72  -1.05  1.83
H  -1.80  -0.93  0.43
H  -1.63  0.30  1.47
H  0.94  1.39  1.34
H  1.41  -0.31  1.71
H  2.12  0.66  0.41
H  -0.31  1.99  -0.29
H  0.63  1.17  -1.49

largest force on an atom: 4.47 eV Å⁻¹
frontier orbital gap: 8.8 eV
charge: 0
SMILES: CC(C)([NH2+]O)C(=O)[O-]
energy relative to the best compared isomer or geometry (same formula, charge and spin): 408.69 kJ/mol
DFT total energy: -438.17341 hartree

***

Formula: C7H18F3O6RbS4
Source: the Open Molecules 2025 dataset
Level of theory: ωB97M-V with the def2-TZVPD basis set

Atoms and positions in Å:
Rb  1.67  0.36  -0.83
C  0.51  -4.91  -0.57
F  -0.54  -4.09  -0.36
F  1.09  -5.27  0.59
F  0.23  -5.95  -1.30
S  1.89  -3.90  -1.41
O  1.43  -3.80  -2.80
O  2.02  -2.62  -0.79
O  3.18  -4.66  -1.35
C  0.58  0.89  4.52
S  1.37  -0.08  3.08
O  0.75  0.53  1.83
C  2.99  0.68  3.33
H  0.93  0.76  5.54
H  -0.48  0.62  4.52
H  0.76  1.95  4.31
H  2.86  1.77  3.35
H  3.64  0.40  2.50
H  3.57  0.49  4.23
C  -1.78  2.40  0.23
S  -0.26  3.36  0.74
O  0.69  2.90  -0.32
C  -0.93  5.05  0.35
H  -1.76  1.39  0.64
H  -2.04  2.43  -0.83
H  -2.61  2.91  0.72
H  -0.29  5.88  0.66
H  -1.82  5.24  0.95
H  -1.22  5.26  -0.68
C  -2.34  -0.68  -1.78
S  -1.70  -0.06  -3.43
O  -0.26  0.33  -3.04
C  -1.30  -1.59  -4.34
H  -2.75  -1.69  -1.70
H  -3.09  0.10  -1.63
H  -1.50  -0.57  -1.09
H  -0.53  -2.26  -3.97
H  -0.83  -1.35  -5.29
H  -2.16  -2.23  -4.57

largest force on an atom: 5.40 eV Å⁻¹
frontier orbital gap: 7.7 eV
charge: 0
DFT total energy: -2645.29858 hartree

***

Formula: C5H8N
Source: the Open Molecules 2025 dataset
Level of theory: ωB97M-V with the def2-TZVPD basis set

Atoms and positions in Å:
C  0.33  1.18  -0.43
C  1.71  0.98  0.02
C  1.22  0.16  -1.05
C  -0.35  0.35  0.52
C  -1.49  -0.55  0.05
N  0.99  -0.31  0.37
H  -0.04  1.96  -0.99
H  2.53  1.50  0.44
H  1.66  -0.31  -1.93
H  -0.51  0.78  1.51
H  -1.43  -1.56  0.58
H  -1.52  -0.57  -0.98
H  -2.38  -0.12  0.37
H  1.84  -1.60  1.09

largest force on an atom: 6.88 eV Å⁻¹
frontier orbital gap: 9.8 eV
charge: +1
energy relative to the best compared isomer or geometry (same formula, charge and spin): 725.79 kJ/mol
DFT total energy: -249.54870 hartree